{"formula": "C19H40HgNO9S3", "method": "ωB97M-V/def2-TZVPD", "homo_lumo_gap_ev": 2.31, "e_lumo_ha": -0.280, "molar_mass_g_mol": 723.32, "de_lowest_kcal_mol": 54.80, "total_charge": 1, "homo_energy_ev": -9.9, "energy_ev": -76937.8894, "symbols": ["Hg", "O", "C", "O", "O", "H", "C", "C", "N", "C", "C", "C", "C", "H", "H", "H", "H", "H", "H", "H", "H", "H", "H", "H", "H", "H", "H", "H", "C", "C", "C", "S", "O", "O", "C", "H", "H", "H", "H", "H", "H", "H", "H", "C", "C", "C", "S", "O", "O", "C", "H", "H", "H", "H", "H", "H", "H", "H", "C", "C", "C", "S", "O", "O", "C", "H", "H", "H", "H", "H", "H", "H", "H"], "coordinates": [[21.63808, -17.57850, -22.40232], [23.78078, -14.00786, -22.12360], [23.15039, -15.13717, -22.16478], [23.49367, -16.02663, -22.94809], [22.15711, -15.28867, -21.43910], [23.43269, -13.52827, -21.36834], [18.93546, -9.45800, -24.84570], [20.31836, -9.54056, -25.59909], [21.22854, -10.58721, -25.12107], [22.03878, -10.26994, -23.92040], [22.56105, -11.63534, -23.32121], [22.06632, -11.04280, -26.21290], [22.81847, -10.00221, -27.08117], [18.48542, -8.46572, -24.81498], [19.04247, -9.68026, -23.78398], [18.25112, -10.20935, -25.23974], [20.12968, -9.84189, -26.62948], [20.83526, -8.60290, -25.39489], [22.90890, -9.68921, -24.22656], [21.33329, -9.78377, -23.24658], [23.19419, -12.25059, -23.96051], [23.18670, -11.45133, -22.44782], [21.72605, -12.29487, -23.08478], [21.46629, -11.68515, -26.85746], [22.91019, -11.65986, -25.90432], [23.56665, -10.54355, -27.66020], [23.28503, -9.15792, -26.57362], [22.32071, -9.58343, -27.95579], [28.73706, -14.64410, -25.70508], [28.30086, -15.02459, -24.34975], [26.79882, -15.07328, -24.41553], [26.24638, -13.62267, -25.49777], [26.27433, -12.39285, -24.69458], [25.03417, -13.99180, -26.21151], [27.77857, -13.78232, -26.52791], [29.03138, -15.50754, -26.30170], [29.57755, -13.98368, -25.49170], [28.39317, -14.24176, -23.59691], [28.69889, -15.98167, -24.01259], [26.31871, -14.76506, -23.48678], [26.40161, -16.04116, -24.72135], [28.03910, -12.72408, -26.50892], [27.43250, -14.29276, -27.42668], [21.99771, -13.42824, -16.61520], [23.35564, -13.76612, -16.03744], [24.36085, -12.86172, -16.59972], [23.74714, -12.47307, -18.30240], [24.60146, -13.12154, -19.34417], [23.43644, -11.04308, -18.34320], [22.18699, -13.38083, -18.13872], [21.65898, -12.44600, -16.28570], [21.16918, -14.11337, -16.43571], [23.58329, -14.80654, -16.26936], [23.22829, -13.65439, -14.96069], [25.35561, -13.29057, -16.72066], [24.40428, -11.87912, -16.12994], [22.32751, -14.31879, -18.67592], [21.51348, -12.84187, -18.80505], [21.76892, -15.83859, -27.44306], [21.44637, -14.36133, -27.01805], [21.45161, -14.40949, -25.51390], [20.17678, -15.70496, -25.17574], [18.83539, -15.16490, -25.23434], [20.61811, -16.56876, -24.04655], [20.56847, -16.60046, -26.67001], [22.68190, -16.22900, -26.99344], [21.77656, -16.01246, -28.51908], [20.54582, -14.04481, -27.54429], [22.18725, -13.62330, -27.32544], [21.07447, -13.52006, -25.00914], [22.44035, -14.70135, -25.15990], [19.60614, -16.47981, -27.16748], [20.82416, -17.63809, -26.45540]], "atomic_forces_ev_per_a": [[1.387, 3.076, -0.044], [1.073, 0.393, -0.419], [-0.641, -0.381, 0.005], [1.022, -2.400, -1.918], [-2.551, -1.042, 2.011], [0.174, 0.639, 0.495], [0.932, -0.592, 0.187], [-0.710, -0.311, 1.632], [0.230, -0.736, 0.295], [-0.413, -2.201, -0.932], [-0.267, 0.882, 0.003], [0.733, 0.342, -0.835], [-0.037, 0.011, -1.182], [0.048, 0.010, -0.671], [0.315, -0.250, 0.094], [-0.136, 0.201, -0.060], [0.043, 0.952, -0.151], [-0.093, 0.523, -0.993], [-0.011, 0.590, 0.423], [0.590, 0.221, 0.298], [0.080, 0.521, -0.432], [-0.209, 0.094, 0.222], [-0.238, 0.229, 0.361], [-0.117, 0.155, -0.247], [-0.411, -0.281, 0.734], [0.634, -0.177, 0.542], [0.051, -0.278, 0.294], [-1.006, 0.288, 0.420], [1.923, 1.313, -1.249], [-2.449, 0.050, 1.371], [-1.790, 0.617, 0.513], [0.881, -1.575, 1.285], [0.079, -1.458, -1.113], [0.171, 0.387, 0.038], [-1.704, 0.325, 1.415], [0.179, 0.113, 0.108], [0.647, -0.426, -0.740], [1.234, -0.012, -0.085], [0.156, 0.264, 0.085], [-0.016, -0.435, 0.243], [-0.314, 0.310, -0.488], [0.440, -0.188, -1.081], [0.299, 0.709, -0.259], [-1.142, 0.257, -1.701], [-1.510, -1.240, 1.265], [1.020, 1.187, -1.569], [0.764, -0.120, -0.697], [-1.513, 1.198, 1.434], [0.491, -1.372, -0.282], [0.820, 0.512, -0.871], [0.073, 0.085, 0.077], [0.333, -0.226, 0.534], [0.101, -0.060, 0.130], [0.544, -0.198, 0.119], [-0.057, 0.117, 0.121], [0.073, -0.111, 0.089], [0.185, -0.413, 0.583], [-0.405, 0.346, 0.619], [-1.851, 0.262, 1.676], [1.312, -0.648, -1.114], [-1.648, 0.253, 0.759], [1.701, 0.944, -1.291], [1.119, -0.726, 0.606], [-0.767, -0.135, 0.323], [0.393, 0.054, -1.235], [0.207, 0.369, -0.165], [-0.250, -0.072, 0.190], [-0.405, -0.035, 0.583], [0.329, -0.332, -0.031], [0.196, 0.204, -0.042], [-0.132, -0.175, 0.238], [0.165, -0.482, -0.568], [-0.355, 0.080, 0.046]], "mulliken_charge": [1.409, -0.141, 1.412, -0.810, -0.849, -0.034, -1.239, -0.552, 0.477, -0.863, -0.770, 0.138, -1.546, 0.378, 0.301, 0.301, 0.456, 0.316, 0.281, 0.504, 0.175, 0.505, 0.232, 0.303, -0.365, 0.430, 0.321, 0.337, -0.632, -0.608, -0.547, 1.248, -0.682, -0.621, -0.789, 0.318, 0.261, 0.314, 0.366, 0.118, 0.408, 0.440, 0.349, -0.736, -0.531, -0.666, 1.146, -0.649, -0.657, -0.667, 0.324, 0.365, 0.286, 0.316, 0.351, 0.353, 0.278, 0.506, -0.637, -0.987, 0.071, 1.010, -0.589, -0.662, -0.865, 0.245, 0.444, 0.414, 0.375, 0.175, 0.071, 0.393, 0.473]}

---

{"formula": "C19H40HoNP3Se", "method": "ωB97M-V/def2-TZVPD", "homo_lumo_gap_ev": [4.78, 4.85], "s_squared": 6.005, "e_lumo_ha": [-0.397, -0.395], "molar_mass_g_mol": 619.35, "de_lowest_kcal_mol": 0.00, "total_charge": 3, "homo_energy_ev": [-15.6, -15.6], "energy_ev": -140827.1657, "multiplicity": 5, "symbols": ["Ho", "P", "P", "P", "H", "C", "C", "H", "C", "C", "C", "C", "C", "C", "C", "C", "C", "H", "H", "H", "H", "H", "H", "H", "H", "H", "H", "H", "H", "H", "H", "H", "H", "H", "H", "H", "H", "H", "H", "H", "H", "H", "H", "H", "H", "H", "C", "C", "C", "C", "C", "C", "Se", "H", "H", "H", "H", "H", "H", "C", "C", "N", "H", "H", "H"], "coordinates": [[-0.24073, -1.17160, 0.99415], [0.16544, 1.43476, 2.33676], [-2.67960, 0.10089, 0.34909], [2.28547, -0.58530, 0.15539], [-1.28679, -2.34081, -2.03494], [-0.46181, -2.50841, -1.32666], [-0.69223, -3.09709, -0.06969], [-1.73001, -3.02897, 0.32583], [0.33456, 3.06022, 1.47711], [-1.21892, 1.67558, 3.52121], [1.62470, 1.35448, 3.45265], [-3.55157, -0.61109, -1.09981], [-3.88951, -0.25250, 1.69970], [-2.98240, 1.89274, 0.07057], [2.85392, -1.51766, -1.30744], [3.43248, -1.22683, 1.44294], [3.04474, 1.05898, -0.13978], [0.50408, -2.59974, -1.81666], [0.05117, -3.70952, 0.49626], [0.36291, 3.88488, 2.20159], [-0.51479, 3.18605, 0.79495], [1.25639, 3.05513, 0.88299], [-0.98364, 2.49014, 4.22089], [-1.37080, 0.74170, 4.08299], [-2.14263, 1.90157, 2.97548], [1.57102, 2.14256, 4.21708], [2.55862, 1.46059, 2.88528], [1.63915, 0.37121, 3.94896], [-4.60523, -0.29554, -1.14482], [-3.52293, -1.71028, -1.04973], [-3.06061, -0.28857, -2.03096], [-4.89810, 0.07706, 1.44719], [-3.56993, 0.23673, 2.62740], [-3.89889, -1.33265, 1.89670], [-4.03884, 2.11425, -0.14004], [-2.39520, 2.22875, -0.79472], [-2.68251, 2.47955, 0.94662], [3.94312, -1.39244, -1.38367], [2.33246, -1.12590, -2.19428], [2.59118, -2.57823, -1.18606], [4.42151, -1.32980, 0.98459], [3.07164, -2.19638, 1.81545], [3.47443, -0.53425, 2.29000], [4.03420, 0.90022, -0.59231], [3.15635, 1.61622, 0.80050], [2.40072, 1.62726, -0.82701], [0.10870, 1.03319, -4.31965], [-0.42588, -0.24221, -4.66769], [-0.11846, -0.81990, -5.91303], [0.78716, -0.17279, -6.77256], [1.34408, 1.05545, -6.42461], [0.98493, 1.63874, -5.20918], [-0.29033, 2.00169, -2.71127], [1.18397, 2.13904, -2.49011], [-1.11933, -0.68815, -3.92343], [-0.56090, -1.78223, -6.18385], [1.02745, -0.59843, -7.74232], [2.04206, 1.58874, -7.06683], [1.40486, 2.60575, -4.95452], [-0.15340, -2.27117, 5.83960], [-0.23486, -2.26875, 4.38550], [-0.27978, -2.09713, 3.22263], [0.72943, -2.82627, 6.21126], [-1.04569, -2.73162, 6.30308], [-0.07663, -1.22193, 6.21526]], "atomic_forces_ev_per_a": [[0.078, 3.130, 2.901], [0.141, 0.520, 0.160], [-2.018, 0.686, -0.324], [1.971, 0.298, -0.247], [0.133, 0.816, 0.778], [-0.662, -3.487, 1.258], [-0.383, -0.543, -4.070], [0.411, -0.460, -0.142], [-0.081, -0.482, -0.032], [0.106, -0.169, -0.082], [-0.061, -0.204, 0.004], [0.268, -0.358, -0.301], [0.717, -0.411, 0.308], [0.589, 0.278, -0.079], [-0.511, -0.039, -0.035], [-0.586, -0.174, 0.184], [-0.562, 0.177, -0.112], [0.033, 0.163, 0.251], [-0.254, 0.703, -0.344], [-0.009, -0.239, -0.150], [0.220, 0.095, 0.160], [-0.222, 0.082, 0.160], [-0.132, -0.206, -0.205], [-0.005, 0.309, -0.049], [0.227, 0.057, 0.243], [0.047, -0.188, -0.238], [-0.278, 0.056, 0.204], [0.049, 0.334, -0.040], [0.374, -0.020, 0.196], [-0.117, 0.262, -0.087], [-0.100, -0.095, 0.273], [0.116, 0.017, -0.133], [-0.151, -0.048, -0.185], [-0.185, 0.158, -0.029], [0.217, -0.414, 0.144], [-0.130, -0.058, 0.272], [-0.085, -0.103, -0.213], [-0.359, -0.139, -0.164], [0.361, -0.113, 0.087], [0.322, 0.187, -0.112], [-0.122, -0.061, 0.223], [0.368, 0.104, -0.081], [0.091, -0.150, -0.174], [-0.289, 0.069, 0.148], [-0.012, -0.181, -0.334], [0.386, -0.080, 0.198], [-0.053, -1.434, -1.307], [-0.105, 0.955, 0.637], [0.228, 0.317, 0.622], [-0.301, 0.048, 0.009], [-0.349, -0.246, 0.498], [0.238, 0.420, -0.037], [0.832, -0.543, 0.210], [-0.724, 0.198, 0.196], [0.398, 0.000, -0.837], [0.172, 0.386, 0.026], [-0.060, -0.096, 0.197], [-0.199, -0.260, 0.021], [-0.027, 0.017, -0.081], [0.018, -0.014, 0.756], [0.013, 0.933, -2.244], [0.137, -0.427, 2.441], [-0.333, 0.185, -0.429], [0.278, 0.152, -0.409], [-0.073, -0.667, -0.463]], "lowdin_spin": [4.048, -0.009, -0.008, -0.008, 0.000, -0.004, -0.002, 0.000, -0.002, -0.001, -0.001, -0.001, -0.001, -0.001, -0.001, 0.000, -0.002, 0.000, 0.000, 0.000, 0.000, 0.000, 0.000, 0.000, 0.000, 0.000, 0.000, 0.000, 0.000, 0.000, 0.000, 0.000, 0.000, 0.000, 0.000, 0.000, 0.000, 0.000, 0.000, 0.000, 0.000, 0.000, 0.000, 0.000, 0.000, 0.000, 0.000, 0.000, 0.000, 0.000, 0.000, 0.000, -0.001, 0.000, 0.000, 0.000, 0.000, 0.000, 0.000, 0.000, 0.000, -0.006, 0.000, 0.000, 0.000]}